{
  "formula": "C6H12N",
  "method": "ωB97M-V/def2-TZVPD",
  "gap_ev": [10.33, 8.18],
  "spin_multiplicity": 2,
  "s_squared": 0.786,
  "e_above_lowest_kcal_mol": 28.38,
  "homo_energy_ev": [-19.69, -20.72],
  "charge": 2,
  "symbols": ["C", "C", "C", "C", "H", "H", "H", "H", "H", "H", "C", "C", "N", "H", "H", "H", "H", "H", "H"],
  "positions_angstrom": [[1.11, 1.65, 0.45], [-0.20, 1.47, 0.30], [-0.94, 1.46, -0.94], [-2.24, 1.06, -0.97], [1.71, 1.91, -0.41], [1.51, 2.07, 1.37], [-0.82, 1.34, 1.17], [-0.40, 1.77, -1.85], [-2.79, 1.06, -1.94], [-2.73, 0.71, -0.09], [0.26, -1.92, 1.50], [0.76, -1.29, -0.85], [1.07, -1.89, 0.25], [0.99, -1.70, 2.30], [-0.28, -2.87, 1.51], [-0.48, -1.10, 1.51], [-0.12, -0.68, -0.88], [1.49, -1.43, -1.59], [1.92, -2.44, 0.28]],
  "lowdin_charge": [0.1939, -0.1035, -0.0730, 0.2263, 0.1173, 0.1218, 0.1300, 0.1517, 0.1411, 0.1072, 0.0264, 0.1978, 0.0318, 0.1301, 0.1262, 0.0904, 0.0748, 0.1276, 0.1820]
}